The following is a quantum chemistry calculation of a structure of composition C11H14NO5Tc in a non-equilibrium geometry, from the Open Molecules 2025 dataset.

Structure (XYZ):
```
32
Properties=species:S:1:pos:R:3:forces:R:3:lowdin_spin:R:1
H 1.048 2.181 -3.888 -0.0338 -0.0548 0.0463 0.000
H -0.194 1.533 -4.935 -0.1067 -0.0797 0.0236 0.000
C 1.148 -2.128 1.621 0.0826 -0.0579 -0.0047 0.006
H -1.625 0.929 -3.034 0.0488 0.0526 0.3353 -0.003
C -0.039 -3.531 3.138 -0.3445 0.0194 0.0897 0.030
O -1.762 -0.072 0.519 0.9933 0.9994 -1.3371 0.083
Tc -0.008 0.035 -0.083 -1.1255 0.9347 -0.2362 2.719
H -0.059 -4.343 3.855 0.0483 -0.0260 -0.0290 0.001
C -2.302 -0.939 1.424 0.0935 -1.9464 1.7503 0.005
O 3.420 -1.959 0.963 0.1231 -0.0530 -0.0071 0.014
C 2.243 -1.539 0.823 -0.3342 -0.3154 0.3290 0.016
C 1.166 -3.178 2.512 0.1798 0.1168 -0.1381 0.010
C -1.140 -1.811 1.930 -0.4164 0.5424 -0.4654 0.019
C -0.541 1.045 -2.922 -0.6762 -0.4059 -1.3278 0.012
O -3.414 -1.038 1.773 0.1027 0.5364 -0.4948 0.034
H -0.081 0.058 -3.044 0.0903 0.0573 0.2220 0.005
H -0.217 4.041 0.609 0.0019 0.0122 0.0504 0.006
C -1.218 -2.844 2.847 0.3321 -0.0964 0.0690 -0.004
O 1.875 -0.611 0.028 0.0043 0.3514 -0.2431 0.039
H 0.127 3.445 -1.807 0.1204 -0.2263 -0.0463 -0.002
C -0.027 2.005 -3.965 0.5497 0.2708 0.2324 0.002
N 0.002 -1.465 1.339 -0.0109 -0.2792 0.1964 -0.010
H -0.542 2.963 -3.979 -0.1348 -0.0685 0.0514 0.001
O -0.296 1.430 -1.504 0.6122 -1.0170 0.7781 -0.023
H -0.623 2.397 1.007 -0.1410 0.0328 0.0224 0.009
C -0.039 3.008 0.303 0.2150 -0.3789 -0.0854 0.031
C -0.468 2.832 -1.131 -0.2300 1.1797 0.3477 0.003
H 4.134 -1.550 0.425 -0.0550 0.0674 -0.0704 0.000
H 1.034 2.822 0.433 0.0107 0.0699 -0.0210 0.003
H -2.164 -3.100 3.312 -0.0289 0.0303 -0.0249 -0.001
H 2.082 -3.721 2.715 0.0289 0.0476 0.0281 0.000
H -1.518 3.104 -1.284 0.0004 -0.3159 -0.0410 -0.005
```
Forces are in eV/Å.

Properties
E_HOMO (alpha / beta) in eV: -21.94 / -22.00
<S²>: 3.8006
Energy in eV: -25527.55027
Gap between HOMO and LUMO (alpha / beta) in eV: 6.692 / 7.304
Total charge: +3
Spin multiplicity: 4

---

The following is a quantum chemistry calculation of an isolated molecule of C11H14NOP in a non-equilibrium geometry, from the Open Molecules 2025 dataset.

Structure (XYZ):
```
28
Properties=species:S:1:pos:R:3:forces:R:3:mulliken_charge:R:1
H 3.191 -2.090 0.034 1.2049 -2.9368 0.1156 0.523
C 2.150 1.572 -0.205 1.8775 1.8525 -0.6746 -0.346
H 1.979 2.656 -0.345 -0.8904 -0.8316 0.4504 0.259
O -1.814 0.673 -1.220 0.0400 0.9159 0.4393 -0.433
C 1.251 0.587 0.172 0.6129 0.8607 -0.9748 0.612
H -1.625 -0.862 1.344 1.6914 0.0086 -1.9057 0.162
C 3.473 1.264 -0.478 0.5561 -2.9906 -0.0998 -0.806
C 1.625 -0.756 0.148 -0.7020 0.7853 0.6556 0.550
C 3.876 -0.083 -0.372 1.0539 -1.8016 0.3350 -0.267
P -1.116 1.911 -0.325 -0.3355 -1.0754 0.2600 0.140
H -3.380 2.033 0.744 0.0481 1.0817 -0.5648 0.369
H -1.099 -1.068 -1.660 1.3657 -1.2995 -1.7573 0.542
H -2.355 1.309 1.679 0.8559 -2.2864 1.9565 0.355
H 4.940 -0.481 -0.521 -1.4930 1.2297 0.0389 0.248
H 0.557 -2.533 0.066 -0.5959 -0.8337 0.0604 0.452
C -2.340 2.128 1.068 -0.7806 -1.2878 -3.2467 -1.152
C -3.056 -1.367 -0.830 0.7082 -1.2928 1.2996 -1.205
N -0.011 0.949 0.554 -2.9111 -2.9706 0.1234 -0.191
H -3.388 -1.503 0.319 0.3307 0.3176 -2.8754 0.280
H -2.946 -2.384 -1.350 -0.5371 1.2810 0.9991 0.305
H 0.762 -1.748 1.743 -1.5538 -0.2365 -1.8261 0.243
H -2.099 2.965 1.598 0.2856 2.4310 1.3860 0.427
C -1.640 -0.722 -0.856 -1.8850 1.2700 0.5798 0.469
C 0.430 -1.626 0.627 1.4700 1.0740 1.0529 -0.906
H -3.706 -0.718 -1.439 0.0171 -0.4384 0.5590 0.332
C -0.903 -0.854 0.408 1.7333 2.1844 4.0899 -0.357
C 2.970 -1.106 -0.032 -1.8899 3.8047 -0.5749 -0.986
H 4.275 1.854 -0.871 -0.2769 1.1846 0.0986 0.380
```
Forces are in eV/Å.

Properties
E_HOMO in eV: -7.87
Energy in eV: -24458.00450
Gap between HOMO and LUMO in eV: 8.530

---

The following is a quantum chemistry calculation of a cluster of 2 separate species, C11H14NP in total in a non-equilibrium geometry, from the Open Molecules 2025 dataset.

Structure (XYZ):
```
27
Properties=species:S:1:pos:R:3:forces:R:3:mulliken_charge:R:1
H -5.744 -2.255 0.313 0.7091 1.5252 -0.3011 0.294
C 5.287 0.602 -0.992 0.0391 -0.0029 0.1229 -0.513
H 0.622 -0.648 -0.291 0.0013 0.0423 0.3433 -0.147
C -5.117 -1.323 0.145 2.5728 2.5756 -0.1907 -0.357
H -0.996 -1.806 -0.546 -0.1146 0.0413 0.2336 0.000
C 3.665 -0.156 1.053 -0.3614 -0.0362 -0.4738 -0.064
H -3.082 -2.523 0.322 -0.7791 1.6782 -0.3192 0.225
H 2.982 -0.468 1.837 0.0563 0.0177 0.0172 0.340
H -5.270 2.352 -0.404 0.4370 -1.6741 0.2378 0.285
H -0.731 0.717 -0.938 0.0345 -0.2800 0.3719 0.000
H -0.641 -0.218 1.326 -0.0373 -0.1283 -0.4020 0.050
C 5.801 0.569 0.297 0.0876 0.0213 0.0208 -0.109
C -4.835 1.312 -0.255 1.7584 -2.6201 0.5254 -0.351
H 5.344 0.147 2.361 -0.0421 -0.0083 -0.0443 0.348
H 5.903 0.897 -1.832 -0.0520 -0.0159 0.0277 0.350
H 3.512 0.260 -2.165 0.0632 0.0129 0.0025 0.350
N 3.142 -0.131 -0.183 0.7868 0.2102 0.1037 -0.304
C -3.275 1.198 -0.245 -3.5706 -3.8361 0.5256 -0.392
H 6.834 0.841 0.483 -0.0667 -0.0173 -0.0121 0.358
H -2.655 2.140 -0.390 -0.7703 -1.6118 0.1933 0.243
C -3.562 -1.498 0.165 -2.3301 4.1469 -0.6783 -0.441
P -0.790 -0.461 -0.080 -0.0709 0.3796 -0.7168 0.325
H -6.893 0.173 -0.048 2.0227 -0.0410 -0.0501 0.294
C -5.750 0.080 -0.052 3.5635 -0.6957 -0.0114 -0.427
C 4.977 0.183 1.343 0.0767 0.0348 -0.1080 -0.597
C -2.689 -0.233 -0.047 -3.5601 0.4603 0.2464 0.434
C 3.961 0.247 -1.177 -0.4540 -0.1785 0.3356 -0.196
```
Forces are in eV/Å.

Properties
E_HOMO in eV: -8.10
SMILES: [PH4]c1ccccc1.c1ccncc1
Energy in eV: -22406.20198
Gap between HOMO and LUMO in eV: 8.895

---

The following is a quantum chemistry calculation of an isolated molecule of C11H14O2Se in a non-equilibrium geometry, from the Open Molecules 2025 dataset.

Structure (XYZ):
```
28
Properties=species:S:1:pos:R:3:forces:R:3:mulliken_charge:R:1
H -5.098 0.392 1.032 1.5066 -0.5157 -0.2293 0.269
C -1.593 -1.143 0.463 0.0442 -0.7226 -3.5363 -0.068
H 0.276 0.679 -1.659 -0.1404 -0.3329 0.2240 0.300
O 3.371 -0.565 1.244 0.5480 0.1739 0.2605 -0.540
H 3.795 -1.913 -1.465 -0.4751 0.1811 0.4214 0.302
H -4.514 -0.512 -1.064 -1.9145 -0.0110 -2.6668 0.503
C 2.784 -0.989 0.288 -1.0983 0.0551 -0.0226 0.560
C -2.486 -1.073 -0.618 -1.7328 1.3047 2.8942 -0.477
H 0.913 2.060 2.287 0.2656 -0.7315 -0.2223 0.242
C -3.763 -0.549 -0.391 2.6631 -0.2270 2.1145 -0.639
H 2.624 -2.869 -0.648 -2.8894 -2.5974 -0.7823 0.474
H -3.541 0.413 2.816 1.1049 -1.1529 -0.6702 0.261
H 4.064 -2.568 0.100 1.5419 -0.7779 1.1409 0.443
C -4.064 -0.045 0.849 -1.6508 0.3717 1.0057 -0.165
C -3.168 -0.137 1.901 -1.1088 1.5014 0.9120 -0.762
H 1.133 2.276 0.613 -0.8666 2.0789 -2.3159 0.426
H -1.107 -0.821 2.344 -0.1029 0.2785 1.2342 0.485
H -2.332 -1.343 -1.574 1.3058 -1.3088 -2.9480 0.558
O 0.828 0.333 1.112 0.0032 -0.1981 -0.4194 -0.261
H 2.472 1.459 1.386 -1.6064 1.0146 0.5888 0.304
Se 0.084 -1.981 0.311 1.3928 -0.8155 -1.3111 0.104
C 1.329 1.622 1.364 3.2110 -1.7451 1.9053 -0.934
H 1.711 1.398 -0.871 -0.3272 -1.1136 -1.5758 0.353
C -1.929 -0.718 1.675 -0.6363 1.1256 2.2661 -0.042
H 1.850 0.094 -2.090 1.8420 -1.1589 -2.2624 0.425
C 1.281 0.432 -1.324 -0.8795 1.9924 4.5803 -1.231
C 3.318 -2.166 -0.497 1.6946 3.3103 -0.7924 -1.535
C 1.367 -0.409 -0.001 -1.6947 0.0210 0.2068 0.644
```
Forces are in eV/Å.

Properties
E_HOMO in eV: -8.50
SMILES: CO[C@](C)([Se]c1ccccc1)C(C)=O
Energy in eV: -81072.33805
Gap between HOMO and LUMO in eV: 9.241

---

Computed ΔE to the lowest compared entry with this formula, charge and spin, in the same sequence as the records: 8.7, 13.5, 137.0, 8.8 kcal per mole.